53
Properties=species:S:1:pos:R:3:forces:R:3:nbo_charge:R:1 method="wB97M-V/def2-TZVPD" relative_energy_kj_mol=475.1 e_lumo_ev="-3.36 / -7.08" e_homo_ev="-13.42 / -13.42" spin_multiplicity=2 charge=+1
C -3.502 2.949 -1.327 0.7 1.3 0.1 0.319
O -4.195 2.333 -0.572 0.1 -0.4 0.7 -0.531
C -0.644 2.732 1.599 -1.1 -2.1 3.0 -0.647
C 0.145 1.542 1.105 -2.2 -1.6 -3.9 -0.462
C -0.697 0.299 0.543 6.7 -0.7 4.1 0.250
C -1.937 0.344 0.134 -5.0 1.4 -3.0 0.014
N -2.603 -0.766 -0.254 -1.4 -1.7 3.1 -0.699
N -0.068 -0.992 0.672 -2.9 2.7 -2.5 -0.678
H -2.647 3.628 -1.127 -0.3 -0.2 1.1 0.112
H -3.623 2.944 -2.366 -0.8 -0.4 -2.1 0.117
H -1.682 2.437 2.018 1.5 0.5 -1.0 0.226
H -0.720 3.470 0.884 -0.5 1.7 -1.4 0.215
H 0.747 1.796 0.159 -0.3 -0.4 1.7 0.238
H 0.729 1.038 1.798 1.7 -0.3 1.3 0.248
H -2.549 1.270 -0.128 1.6 -1.0 0.7 0.275
H -3.557 -0.580 -0.499 -0.5 0.4 -0.8 0.415
H -2.744 -1.494 0.530 1.3 0.6 -1.7 0.443
H -0.190 -1.436 -0.227 -0.4 -1.0 0.5 0.371
H -0.133 3.122 2.486 0.0 0.3 -0.3 0.260
H 0.840 -1.222 0.975 1.7 0.6 1.2 0.448
H -1.003 -1.871 -1.668 0.6 3.0 1.4 0.443
H -2.183 -2.432 -2.423 -3.4 0.9 -1.1 0.488
O -1.341 -2.567 -2.126 2.6 -4.1 -0.9 -0.915
H -0.416 2.404 -1.285 1.0 0.6 -0.4 0.477
H -0.528 2.522 -2.955 0.6 0.1 1.2 0.528
O -0.907 2.284 -2.088 -2.0 -0.4 -0.7 -0.988
H 2.817 -2.530 -3.134 -0.4 -0.4 -0.3 0.451
H 4.134 -2.031 -2.705 -0.5 -1.5 0.4 0.490
O 3.603 -2.881 -2.707 0.7 1.5 -0.1 -0.946
H 3.409 0.318 -2.710 2.0 -0.6 0.8 0.479
H 2.718 -0.264 -1.765 0.4 -1.0 1.2 0.463
O 3.688 -0.218 -1.896 -2.2 1.8 -2.0 -0.941
H 0.378 0.572 -2.394 0.6 0.7 0.0 0.483
H 1.677 1.601 -2.167 -1.8 -1.9 -1.5 0.504
O 1.206 0.901 -2.787 1.7 1.2 1.4 -0.986
H -0.152 -4.005 -1.471 0.7 -0.4 0.5 0.493
H 1.283 -3.994 -1.034 6.7 2.9 -1.8 0.465
O 0.525 -4.358 -0.847 -7.3 -2.4 1.2 -0.960
H 1.571 3.585 -0.197 -0.6 0.6 1.5 0.485
H 2.858 2.580 0.200 -0.8 0.7 0.5 0.515
O 2.351 3.122 -0.420 1.7 -1.1 -2.2 -0.972
H -1.856 0.111 3.064 -0.1 -0.3 0.3 0.440
H -2.314 0.768 4.383 1.2 -2.3 -0.7 0.484
O -1.841 -0.069 4.016 -1.5 2.4 0.4 -0.918
H 3.830 -1.867 2.286 -1.9 0.0 0.3 0.488
H 3.714 -1.761 0.922 -1.3 0.0 -0.6 0.478
O 3.057 -1.800 1.654 2.9 0.1 0.1 -0.961
H -0.984 -5.012 0.613 -0.3 -0.8 -0.3 0.482
H -0.570 -3.856 1.312 -1.2 -0.8 0.7 0.457
O -1.310 -4.526 1.373 1.5 1.6 -0.3 -0.938
H 0.219 1.062 3.495 -0.4 -1.2 1.5 0.464
H 0.597 0.008 4.836 -0.6 1.9 -2.2 0.522
O 0.802 0.791 4.220 1.3 -0.6 1.1 -0.983